No. 1
{"formula": "C2H3N3O", "method": "wB97M-V/def2-TZVPD", "e_lumo_ev": 0.601, "largest_force_ev_per_a": 0.8, "charge": 0, "orbital_gap_ev": 10.60, "e_homo_ha": -0.3676, "symbols": ["O", "C", "N", "N", "N", "C", "H", "H", "H"], "xyz": [[-1.88157, -0.24830, -0.14002], [-0.54534, -0.10532, -0.10593], [0.31684, -1.11191, 0.06480], [1.65986, -0.41455, 0.06094], [1.45020, 0.87398, -0.08288], [0.15096, 1.10198, -0.26092], [-2.09149, -1.19139, -0.04266], [1.11664, -0.99330, 1.00789], [-0.25225, 2.08773, -0.46956]], "atomic_forces_ev_per_a": [[0.211, -0.362, 0.055], [0.475, 0.077, 0.001], [0.128, 0.783, -0.264], [-0.695, -0.050, -0.068], [-0.392, -0.377, -0.009], [-0.024, -0.177, 0.056], [0.036, 0.267, -0.035], [0.109, 0.096, 0.189], [0.154, -0.257, 0.075]]}

No. 2
{"formula": "C44H66O33", "method": "wB97M-V/def2-TZVPD", "multiplicity": 2, "e_lumo_ev": [-2.236, -8.587], "largest_force_ev_per_a": 6.1, "charge": 1, "orbital_gap_ev": [10.56, 4.21], "e_homo_ha": [-0.4701, -0.4701], "symbols": ["C", "C", "C", "O", "C", "O", "O", "H", "H", "H", "H", "H", "H", "C", "C", "C", "O", "C", "O", "O", "H", "H", "H", "H", "H", "H", "C", "C", "C", "O", "C", "O", "O", "H", "H", "H", "H", "H", "H", "C", "C", "C", "O", "C", "O", "O", "H", "H", "H", "H", "H", "H", "C", "C", "C", "O", "C", "O", "O", "H", "H", "H", "H", "H", "H", "C", "C", "C", "O", "C", "O", "O", "H", "H", "H", "H", "H", "H", "C", "C", "C", "O", "C", "O", "O", "H", "H", "H", "H", "H", "H", "C", "C", "C", "O", "C", "O", "O", "H", "H", "H", "H", "H", "H", "C", "C", "C", "O", "C", "O", "O", "H", "H", "H", "H", "H", "H", "C", "C", "C", "O", "C", "O", "O", "H", "H", "H", "H", "H", "H", "C", "C", "C", "O", "C", "O", "O", "H", "H", "H", "H", "H", "H"], "xyz": [[1.28790, -4.61079, 5.99683], [-0.18728, -4.26506, 6.21228], [-0.52883, -3.84572, 7.66208], [-1.44482, -2.80219, 7.47498], [-1.36042, -2.42162, 6.23140], [-2.06578, -1.61838, 5.78838], [-0.61216, -3.16186, 5.45516], [1.89718, -3.74165, 6.24477], [1.43003, -5.15211, 5.06148], [1.56679, -5.32261, 6.77378], [-0.98287, -4.98576, 6.02322], [0.29079, -3.49388, 8.28862], [-1.08525, -4.65301, 8.13830], [2.95589, -1.28065, -1.32002], [3.34183, 0.00737, -1.95984], [4.69588, 0.63524, -1.68075], [5.12828, 1.00871, -2.94940], [4.53423, 0.42852, -3.88648], [4.83374, 0.27448, -5.03651], [3.55120, -0.37219, -3.32089], [2.79437, -1.38957, -0.24757], [3.45640, -2.18609, -1.66316], [1.93374, -1.45998, -1.65340], [2.52302, 0.72499, -1.90815], [5.42429, 0.00901, -1.16562], [4.34221, 1.51710, -1.14660], [-4.01879, 4.46977, -3.79141], [-3.35943, 3.41213, -4.56005], [-2.59698, 2.35839, -3.77661], [-2.81572, 1.19510, -4.53649], [-3.83715, 1.36348, -5.38724], [-4.27181, 0.42815, -6.14291], [-4.27696, 2.64091, -5.26932], [-4.84778, 4.84031, -4.39437], [-3.31101, 5.25670, -3.53085], [-4.49144, 4.02070, -2.91788], [-2.78219, 3.85325, -5.37264], [-3.16446, 2.24801, -2.85256], [-1.59266, 2.74635, -3.60649], [1.80935, 3.25455, -3.58793], [2.84660, 3.90078, -2.70397], [4.03566, 4.57215, -3.27598], [4.27566, 5.82186, -2.69288], [3.19586, 6.04821, -2.02235], [2.99549, 7.09737, -1.46428], [2.28575, 5.05487, -2.11394], [2.18999, 2.31982, -3.99965], [1.55965, 3.90212, -4.42839], [0.98029, 2.89139, -2.98057], [3.21055, 3.19189, -1.96026], [3.82287, 4.66129, -4.34128], [4.84903, 3.84699, -3.25055], [-3.42827, 1.84354, 3.08631], [-2.84598, 2.88657, 2.19153], [-3.07951, 2.80400, 0.72117], [-3.47392, 4.06945, 0.38071], [-3.91735, 4.70943, 1.44230], [-4.55517, 5.77791, 1.39449], [-3.60260, 4.05627, 2.52344], [-2.99737, 0.90339, 2.74201], [-4.51276, 1.73515, 3.07173], [-2.98884, 1.92620, 4.08039], [-1.79746, 3.14100, 2.34635], [-3.79047, 2.06102, 0.35975], [-2.11140, 2.65951, 0.24159], [-3.88606, -4.00052, -1.97253], [-3.70534, -2.62610, -2.56503], [-4.83821, -2.30148, -3.53759], [-5.51725, -1.28459, -2.72711], [-4.74467, -0.84038, -1.78700], [-4.98500, 0.17259, -1.11032], [-3.65275, -1.63442, -1.56466], [-4.61326, -3.80587, -1.18425], [-2.95614, -4.35439, -1.52740], [-4.33528, -4.65055, -2.72336], [-2.75842, -2.71481, -3.09754], [-5.57892, -3.08509, -3.69697], [-4.59479, -1.77093, -4.45812], [2.60558, -0.49302, 6.71213], [2.12999, 0.55278, 5.64616], [1.82199, -0.08957, 4.32019], [0.96196, 0.86685, 3.76656], [0.39150, 1.50275, 4.76671], [-0.63162, 2.12336, 4.66314], [0.93843, 1.16616, 5.97417], [1.97815, -1.35502, 6.93882], [2.93731, -0.01284, 7.63272], [3.51216, -0.98213, 6.35577], [2.85393, 1.33637, 5.42251], [1.21271, -0.99204, 4.27114], [2.79373, -0.20923, 3.84115], [0.82405, 3.06413, 0.94817], [0.78460, 4.45066, 1.61916], [1.30728, 5.65559, 0.92512], [0.55899, 6.72992, 1.60198], [-0.55487, 6.18668, 2.12402], [-1.41691, 6.78699, 2.68796], [-0.50947, 4.89484, 1.98833], [0.66331, 2.40024, 1.79760], [1.87037, 2.79305, 0.80733], [0.29019, 2.88555, 0.01480], [1.45491, 4.38488, 2.47616], [1.16960, 5.63236, -0.15590], [2.36670, 5.76360, 1.15761], [-0.29117, -0.46941, -4.71169], [-0.45152, -1.96215, -4.79079], [0.32080, -2.62166, -5.87506], [1.19534, -3.55584, -5.24321], [1.10486, -3.35776, -3.95212], [1.85080, -3.82668, -3.06425], [0.08477, -2.47570, -3.61472], [-0.97575, -0.13233, -3.93334], [-0.44672, 0.13860, -5.60288], [0.73894, -0.23696, -4.44160], [-1.47376, -2.31539, -4.92626], [0.92486, -1.96574, -6.50194], [-0.44046, -3.10336, -6.48869], [-1.39860, -1.71987, 2.17069], [-0.71631, -1.15120, 1.00778], [-0.80762, -2.02140, -0.14063], [-0.57648, -0.99478, -1.14553], [-0.91640, 0.18976, -0.70969], [-0.88851, 1.18091, -1.49012], [-1.09362, 0.09457, 0.65025], [-1.27426, -2.79053, 2.33298], [-2.45357, -1.62203, 1.91463], [-1.04358, -1.32147, 3.12113], [0.33790, -1.02558, 1.25468], [-1.85052, -2.33299, -0.19866], [-0.05005, -2.80508, -0.14571], [2.93232, -7.14243, 1.09666], [3.41482, -5.74699, 0.83671], [2.46380, -4.96622, -0.19373], [2.14687, -3.81851, 0.61594], [2.72561, -3.79894, 1.78283], [2.67283, -2.85414, 2.57886], [3.32702, -4.98509, 1.97661], [3.72798, -7.52759, 1.73438], [2.87698, -7.73481, 0.18336], [1.89408, -7.14226, 1.42855], [4.46308, -5.58743, 0.58417], [1.53454, -5.52226, -0.31780], [2.95257, -4.92793, -1.16725]], "atomic_forces_ev_per_a": [[-1.254, -0.868, 0.776], [0.333, -0.693, 1.279], [0.232, -0.880, 0.345], [0.460, -0.144, 1.440], [-1.347, -0.335, -0.443], [-2.113, 3.795, -1.612], [1.950, -0.202, -0.705], [0.058, 0.091, -0.829], [0.429, 0.705, -0.172], [-0.100, -0.247, 0.109], [0.815, -0.983, -0.526], [0.199, -0.149, -0.097], [0.428, -0.030, 0.315], [-1.797, -1.209, 0.748], [0.835, -1.658, -0.768], [-1.896, 0.513, 1.487], [3.385, 3.635, 1.849], [-2.099, -5.023, -2.812], [-0.133, 1.312, 0.476], [-0.865, 0.702, -1.285], [0.648, 0.721, 0.300], [0.617, 0.452, -0.138], [-0.172, -0.095, -0.314], [-0.006, 0.232, 0.079], [-0.055, 0.173, -0.079], [1.388, 0.311, 0.511], [-1.003, 0.271, 0.550], [1.489, 0.010, -1.073], [-1.296, 1.781, 0.476], [0.945, -1.034, -0.387], [-1.715, -2.878, -2.547], [1.759, 4.488, 3.518], [-1.944, -2.264, -1.379], [0.202, 0.457, -0.014], [-0.230, 0.028, 0.097], [0.097, 0.223, 0.331], [0.700, 0.244, 0.223], [0.492, -0.230, 0.426], [0.268, -1.122, -0.101], [0.766, -0.634, -0.182], [-0.275, 0.288, 0.795], [1.731, -2.612, -3.838], [1.165, -1.770, -0.601], [-1.994, 3.380, 1.677], [-0.262, -1.111, 0.017], [-1.161, 0.404, 1.430], [0.363, -0.011, -0.241], [-0.393, 0.016, 0.215], [-0.332, 0.558, -0.037], [-0.476, -0.048, 0.573], [0.244, 0.684, -0.264], [0.661, 0.682, 0.334], [1.316, -1.347, 0.116], [0.245, -0.843, 0.672], [1.379, -2.876, -0.310], [-2.048, 4.326, -1.348], [2.641, -3.984, 0.697], [-0.530, 1.064, -0.069], [-1.908, 3.668, 0.182], [-0.108, -0.318, -0.139], [0.114, 0.367, -0.070], [-0.472, 0.289, 0.106], [-0.227, -0.266, 0.615], [-0.160, -0.016, 0.075], [-0.159, -0.287, -0.352], [-0.703, 0.701, 0.792], [1.467, -2.430, -1.802], [-0.673, 1.634, 1.144], [-0.742, -0.206, -1.063], [-0.108, 3.121, 3.121], [0.904, -2.485, -1.569], [-0.921, 0.879, -0.823], [-0.196, -0.715, 0.271], [-0.184, -0.301, -0.153], [0.405, -0.309, 0.232], [0.207, 0.877, -0.032], [0.349, -0.082, -0.040], [0.336, -0.379, -0.103], [0.901, 0.809, -0.449], [1.247, -2.911, 1.094], [1.008, -0.948, 0.170], [0.496, 1.042, -1.600], [-2.972, 0.108, 1.588], [0.827, 0.413, -0.179], [-1.293, 1.220, -0.590], [-0.734, 0.552, -0.176], [-0.397, 0.085, 0.066], [0.210, 0.198, -0.391], [0.515, -0.073, 0.469], [0.603, -0.523, 0.654], [-0.463, -0.065, -0.817], [0.736, 0.656, 1.288], [1.112, -0.638, -0.572], [0.323, 0.833, -0.314], [0.528, -0.367, -0.842], [0.916, 2.121, 0.426], [-0.461, 0.001, -0.323], [-1.181, -3.147, 0.198], [-1.101, -0.556, -0.437], [0.331, 0.473, -0.515], [-0.310, 0.081, 0.330], [-0.644, -0.351, 0.766], [-0.294, 0.525, 0.132], [-0.109, 0.398, -0.244], [-0.187, 0.697, 0.323], [-0.476, 1.243, -0.721], [-0.022, -0.227, -1.917], [-0.197, -0.077, -0.058], [1.778, -0.438, 4.488], [-2.467, 1.093, -2.997], [1.554, -2.027, 0.616], [0.320, 0.305, -0.021], [-0.517, -0.516, -0.277], [0.121, -0.223, 0.336], [-0.318, 0.466, 0.503], [-0.007, 0.068, 0.155], [0.690, -0.551, -0.393], [-1.026, -0.338, 1.151], [3.701, -2.255, 3.123], [-0.584, 0.724, -1.268], [0.035, -1.452, -1.723], [1.016, 2.118, -1.816], [-0.656, -2.541, 3.578], [-2.140, 3.947, -2.321], [0.446, -0.167, -0.619], [-0.412, 0.296, 0.909], [-0.738, 0.532, -0.012], [0.535, -0.311, 0.148], [0.115, -0.554, -0.606], [-0.209, 0.165, -0.386], [0.936, -0.028, -0.607], [-1.118, 0.673, -2.670], [0.741, -2.143, 2.054], [-0.797, 1.417, -2.833], [0.395, 1.119, 2.435], [0.141, -2.446, -1.871], [-0.227, 1.661, 3.066], [-0.809, -0.812, 0.461], [0.467, 0.056, -0.167], [0.309, 0.073, 0.780], [0.050, -0.961, -0.747], [-0.028, 0.080, -0.066], [-0.175, 1.393, 0.151]]}

No. 3
{"formula": "C11H26N4O7SV", "method": "wB97M-V/def2-TZVPD", "multiplicity": 3, "e_lumo_ev": [-5.469, -5.955], "largest_force_ev_per_a": 3.7, "charge": 1, "orbital_gap_ev": [6.01, 5.20], "e_homo_ha": [-0.4217, -0.4098], "symbols": ["O", "H", "V", "N", "N", "N", "N", "O", "O", "O", "O", "C", "C", "C", "C", "C", "H", "H", "H", "C", "H", "H", "H", "C", "C", "H", "H", "H", "H", "H", "H", "H", "H", "C", "H", "H", "H", "O", "H", "H", "C", "S", "C", "O", "H", "H", "H", "H", "H", "H"], "xyz": [[1.20112, -0.51917, -3.94113], [0.32520, -0.53706, -4.42863], [-0.28920, 0.11472, -1.24171], [0.03611, 1.53447, 0.04382], [1.85909, 0.52026, -1.44085], [-1.04717, -0.95339, 0.19558], [0.52468, -1.89632, -1.49813], [-0.66483, 1.83383, 1.11480], [-1.40792, -0.51356, 1.44511], [1.70208, -2.39533, -1.84395], [2.85763, -0.15270, -1.82612], [2.13110, 1.78778, -1.03798], [1.16057, 2.27969, -0.13367], [-1.17490, -2.28831, 0.00105], [-0.32047, -2.81910, -1.01872], [1.38017, 3.32511, 0.87618], [1.64085, 2.90381, 1.86034], [0.46244, 3.91064, 1.00453], [2.19065, 3.98920, 0.57479], [3.46088, 2.39508, -1.30048], [3.67296, 2.46364, -2.37342], [4.26620, 1.81947, -0.83052], [3.52203, 3.40622, -0.89064], [-1.86444, -3.10272, 1.00427], [-0.10205, -4.27846, -1.23943], [-2.52602, -2.45914, 1.58174], [-1.16043, -3.58970, 1.68646], [-2.43639, -3.86508, 0.48178], [0.54920, -4.44559, -2.11440], [-1.07726, -4.76823, -1.39112], [0.36215, -4.76053, -0.35689], [-1.24764, 0.55029, 1.35594], [2.29868, -1.53274, -1.91292], [-2.00024, 0.99548, -1.07712], [-2.38103, 2.03960, -1.01406], [-2.87818, 0.37941, -0.78883], [-1.75714, 0.80856, -2.18550], [-3.32299, 3.17347, 1.37234], [-3.96116, 2.54481, 1.00734], [-2.47304, 2.71385, 1.32866], [1.73279, -0.15045, 2.98664], [2.45422, -1.38338, 1.88954], [1.51700, -2.82928, 2.42564], [1.98432, -1.05371, 0.51759], [1.99763, -0.44267, 4.00989], [0.64254, -0.12157, 2.83967], [2.19532, 0.81532, 2.74458], [0.50087, -2.52986, 2.71594], [1.50716, -3.55475, 1.60196], [2.05465, -3.24671, 3.28714]], "atomic_forces_ev_per_a": [[-2.907, 0.736, 1.103], [1.607, -0.059, 0.414], [2.335, -1.449, -2.031], [1.239, 1.729, 1.592], [1.148, -0.485, -0.363], [-0.328, -3.476, 1.099], [-1.091, -2.125, 1.743], [0.671, -0.541, -1.293], [-0.239, 1.273, -1.105], [-0.099, 1.387, -0.679], [-1.688, 1.232, 0.307], [0.165, 0.086, 0.278], [-0.475, -0.832, 0.548], [0.469, 3.495, 0.789], [1.782, 0.849, -1.572], [0.381, 1.170, -0.046], [-0.214, -0.054, -0.372], [0.238, -0.090, 0.070], [-0.114, -0.017, 0.091], [0.149, 0.607, 0.133], [-0.116, -0.255, 0.152], [-0.207, -0.161, -0.154], [-0.124, -0.166, -0.118], [-0.543, -0.189, 0.016], [-0.101, -0.333, 0.075], [0.004, -0.213, 0.040], [-0.057, 0.011, -0.143], [-0.067, -0.243, 0.140], [-0.386, 0.112, 0.469], [0.359, 0.090, -0.017], [-0.106, 0.233, -0.376], [-0.236, -1.299, 0.470], [-0.588, -1.092, -0.476], [-1.963, 0.339, -1.256], [0.975, -0.450, 0.156], [0.731, -0.026, -0.195], [-0.602, 0.077, -0.255], [0.011, -0.332, -0.305], [0.045, 0.228, 0.217], [-0.104, 0.142, 0.098], [-0.113, -0.242, 0.100], [0.384, -0.139, 0.400], [-0.103, 0.179, 0.420], [-0.396, 0.307, -0.067], [-0.140, 0.184, -0.130], [0.387, 0.009, 0.082], [-0.099, -0.335, 0.071], [0.246, -0.143, -0.119], [0.124, 0.282, 0.194], [-0.245, -0.010, -0.193]]}

No. 4
{"formula": "C3H5NO2", "method": "wB97M-V/def2-TZVPD", "e_lumo_ev": [-0.758, -0.756], "largest_force_ev_per_a": 1.2, "charge": 0, "orbital_gap_ev": [6.52, 6.52], "e_homo_ha": [-0.2674, -0.2675], "symbols": ["O", "C", "C", "N", "C", "O", "H", "H", "H", "H", "H"], "xyz": [[-0.31591, -2.41595, -0.65767], [0.22248, -1.18898, -0.32353], [0.50661, 1.59385, -0.34262], [0.44927, 1.05477, 0.83346], [-0.39833, -0.43011, 0.61024], [-1.48488, -0.36385, 1.15209], [-1.25646, -2.38633, -0.43010], [1.27024, -1.10480, -0.58222], [1.13894, 1.15269, -1.11212], [-0.01086, 2.52398, -0.59591], [-0.13713, 1.55188, 1.50279]], "atomic_forces_ev_per_a": [[-0.312, -0.055, 0.007], [0.327, -0.036, 0.344], [0.243, 0.196, 0.435], [-0.143, 0.690, -0.663], [-0.513, -1.077, -0.271], [0.596, 0.338, -0.077], [0.158, -0.090, -0.076], [-0.209, 0.196, 0.038], [-0.354, -0.116, 0.200], [0.204, -0.039, 0.181], [0.005, -0.008, -0.118]]}

No. 5
{"formula": "C7H12O", "method": "wB97M-V/def2-TZVPD", "multiplicity": 2, "e_lumo_ev": [-4.296, -7.917], "largest_force_ev_per_a": 5.4, "charge": 1, "orbital_gap_ev": [9.76, 6.42], "e_homo_ha": [-0.5165, -0.5269], "symbols": ["C", "C", "C", "C", "C", "C", "C", "H", "H", "H", "H", "H", "H", "H", "H", "H", "H", "H", "H", "O"], "xyz": [[-2.49791, 0.42798, -0.33701], [-3.33569, -0.62760, -0.23244], [0.02226, 0.48118, -0.47328], [-1.20383, 0.30515, -0.96238], [3.64249, -0.14817, -0.74677], [2.24404, -0.04652, -0.21899], [1.38238, 0.43381, -1.08731], [-2.65618, 1.33148, 0.16605], [-3.30052, -1.48068, -0.73643], [-4.14910, -0.66667, 0.43291], [0.23117, 1.01403, 0.44026], [-1.27947, -0.13852, -1.94601], [3.71345, -0.71429, -1.67204], [3.95889, 0.96515, -0.63689], [4.33408, -0.48594, 0.11473], [1.99780, -0.13994, 0.94123], [1.58622, 0.70090, -2.12549], [-2.15241, 0.15746, 2.87357], [-1.14006, -1.07571, 2.86353], [-1.39762, -0.29312, 3.34274]], "atomic_forces_ev_per_a": [[0.665, -1.014, 0.189], [0.305, 3.548, 1.040], [3.872, 2.559, -0.208], [-2.382, -1.389, -2.088], [1.364, 0.755, 4.113], [2.902, 0.077, 2.752], [-5.360, 0.123, -0.677], [-0.434, 1.032, 1.240], [1.028, -3.530, -2.400], [-1.002, 0.714, 0.857], [-0.879, -0.690, 1.136], [0.250, -0.461, -0.233], [0.435, 0.586, -0.045], [-0.364, -1.435, -1.358], [-0.928, -0.402, -1.738], [0.515, 0.031, -2.748], [0.005, -0.486, 0.200], [1.248, -1.067, 0.660], [-0.237, -0.338, -0.361], [-1.002, 1.388, -0.330]]}